[1]
A 5-piece molecular cluster, C35H62N8O6S2 overall, computed with ωB97M-V with the def2-TZVPD basis set.

Each line ends with the Löwdin charge.
Positions of all 113 atoms, in Å:
N (0.79576, -0.06369, 0.44608)  0.13
C (0.29905, 0.23111, -0.84502)  -0.50
O (-0.87345, 0.43439, -1.02554)  0.10
C (1.29305, 0.24131, -1.98582)  -0.10
C (0.98515, 1.29543, -3.06792)  -0.15
C (0.31461, 2.56305, -2.59464)  -0.20
C (0.93913, 3.40154, -1.66763)  -0.19
C (2.33578, 3.12328, -1.14925)  -0.18
C (3.28992, 4.32708, -1.32250)  -0.43
S (4.70219, 4.00927, -2.43028)  1.00
C (3.99138, 4.36924, -3.96731)  -0.70
N (4.59346, 4.78441, -5.02329)  0.05
N (3.62057, 4.86012, -6.01797)  0.06
C (2.52101, 4.50392, -5.46249)  -0.18
O (2.65729, 4.16439, -4.15984)  0.02
C (0.27865, 4.54803, -1.22625)  -0.03
C (-0.96375, 4.90035, -1.71917)  -0.01
C (-1.57090, 4.12318, -2.69865)  -0.25
C (-0.93421, 2.95513, -3.12381)  -0.36
S (-1.67991, 1.98367, -4.40572)  1.07
C (-3.38210, 2.37862, -4.18591)  -0.46
C (-4.33976, 1.45308, -4.58504)  -0.13
C (-5.68672, 1.74688, -4.44900)  -0.09
C (-6.07543, 2.95781, -3.88920)  -0.08
C (-5.11688, 3.86981, -3.47508)  -0.02
C (-3.76534, 3.59635, -3.63188)  -0.26
N (-2.81456, 4.57047, -3.22705)  0.06
H (0.75312, 0.73141, 1.06984)  0.10
H (1.73842, -0.42727, 0.41092)  0.08
H (1.23295, -0.74633, -2.45267)  0.13
H (2.30471, 0.33204, -1.59251)  0.10
H (0.38028, 0.81212, -3.82783)  0.07
H (1.92911, 1.56284, -3.54919)  0.12
H (2.30419, 2.82422, -0.10114)  0.12
H (2.76205, 2.31077, -1.73315)  0.07
H (3.77280, 4.61026, -0.39061)  0.07
H (2.76349, 5.18242, -1.73648)  0.08
H (1.54938, 4.46107, -5.92568)  0.14
H (0.75907, 5.18164, -0.48953)  0.12
H (-1.46323, 5.79410, -1.37054)  0.11
H (-4.02639, 0.51149, -5.01763)  0.10
H (-6.43397, 1.03462, -4.77141)  0.10
H (-7.12862, 3.17565, -3.77836)  0.10
H (-5.42225, 4.80531, -3.02550)  0.11
H (-2.69596, 5.29872, -3.91855)  0.14
C (-4.96650, -2.34540, -0.71817)  -0.07
C (-4.56417, -1.59994, -1.98417)  -0.43
C (-3.66440, -2.43381, -2.90900)  -0.20
O (-2.32062, -2.55350, -2.47940)  -0.19
C (-2.07486, -3.57295, -1.53106)  -0.10
N (-3.95904, -0.32578, -1.60794)  0.07
H (-4.13561, -2.41697, -0.01682)  0.06
H (-5.77614, -1.82427, -0.20770)  0.08
H (-5.30587, -3.35936, -0.94647)  0.07
H (-5.47477, -1.38183, -2.55438)  0.13
H (-3.61461, -1.93704, -3.88224)  0.11
H (-4.09348, -3.43304, -3.07138)  0.12
H (-2.69910, -4.45235, -1.72358)  0.09
H (-2.24600, -3.23556, -0.50596)  0.07
H (-1.02759, -3.86213, -1.62891)  0.09
H (-3.76709, 0.21467, -2.44662)  0.04
H (-3.04147, -0.50818, -1.21595)  0.05
C (9.97074, 6.24242, -0.93223)  -0.07
C (9.39019, 5.27957, 0.09700)  -0.44
C (9.63276, 3.79941, -0.22809)  -0.21
O (8.79352, 3.27930, -1.23796)  -0.20
C (9.23187, 3.48602, -2.56784)  -0.10
N (7.97001, 5.58599, 0.28785)  0.04
H (9.37907, 6.25606, -1.84760)  0.07
H (9.97393, 7.25609, -0.53341)  0.08
H (10.99678, 5.97395, -1.19071)  0.08
H (9.89545, 5.47018, 1.04922)  0.13
H (9.40676, 3.21423, 0.66761)  0.12
H (10.68654, 3.61920, -0.47911)  0.12
H (10.32151, 3.41811, -2.64186)  0.09
H (8.90083, 4.45186, -2.95640)  0.08
H (8.78769, 2.70499, -3.18346)  0.09
H (7.60171, 5.02043, 1.04680)  0.07
H (7.46832, 5.27174, -0.53902)  0.06
C (-4.14883, -7.18425, 3.34462)  -0.07
C (-4.94149, -6.41139, 2.29542)  -0.43
C (-4.06376, -5.65156, 1.29161)  -0.21
O (-3.49334, -4.46401, 1.79999)  -0.20
C (-2.28517, -4.63061, 2.51798)  -0.10
N (-5.90373, -5.54023, 2.97285)  0.04
H (-3.71520, -6.51808, 4.09170)  0.06
H (-4.80513, -7.87798, 3.86923)  0.08
H (-3.34082, -7.75846, 2.88659)  0.08
H (-5.51539, -7.13843, 1.71184)  0.13
H (-4.69397, -5.33803, 0.45453)  0.11
H (-3.27898, -6.30435, 0.88478)  0.12
H (-1.66806, -5.42373, 2.08359)  0.09
H (-2.46459, -4.84624, 3.57409)  0.06
H (-1.73862, -3.68897, 2.45666)  0.09
H (-6.50798, -5.10016, 2.28537)  0.07
H (-5.38820, -4.77120, 3.39211)  0.07
C (-0.27008, -3.68775, 8.74777)  -0.07
C (-0.98449, -3.07714, 7.54746)  -0.44
C (-2.15588, -3.92027, 7.02833)  -0.21
O (-1.77458, -5.05369, 6.27252)  -0.21
C (-1.46993, -6.21576, 7.01916)  -0.10
N (0.00088, -2.77970, 6.50539)  0.04
H (0.35347, -4.53322, 8.45613)  0.06
H (0.38277, -2.94760, 9.20869)  0.08
H (-0.98244, -4.03051, 9.50050)  0.08
H (-1.41423, -2.12346, 7.86935)  0.13
H (-2.74427, -3.30092, 6.34596)  0.12
H (-2.81867, -4.22155, 7.84997)  0.12
H (-2.11343, -6.30081, 7.89990)  0.09
H (-0.42412, -6.23800, 7.33533)  0.08
H (-1.64836, -7.07370, 6.37147)  0.09
H (-0.44726, -2.27369, 5.74734)  0.07
H (0.29442, -3.65996, 6.09096)  0.07

***

[2]
One molecule with the formula C4H6N2O, computed with ωB97M-V with the def2-TZVPD basis set.

Each line ends with the Löwdin charge.
Positions of all 13 atoms, in Å:
N (-2.10860, 0.49267, -0.40179)  0.08
C (-0.78453, 0.09736, -0.17815)  -0.35
C (-0.38320, -1.26883, -0.39828)  -0.19
N (0.76953, -1.61861, 0.06531)  0.10
C (1.62014, 0.51268, 0.03096)  -0.12
O (2.31227, 1.02142, 1.05355)  -0.01
C (0.24787, 0.93448, 0.11188)  -0.08
H (-2.79156, -0.11087, 0.03801)  0.09
H (-2.27162, 1.45316, -0.12811)  0.09
H (-1.01630, -1.90794, -1.02343)  0.12
H (1.07215, -2.50734, -0.33980)  0.07
H (3.25327, 0.90795, 0.86586)  0.10
H (0.08059, 1.99386, 0.30397)  0.12

Results
ΔE to the lowest compared entry with this formula, charge and spin, kcal/mol: 89.7

***

[3]
One molecule with the formula C5H14N2S at a distorted geometry, computed with ωB97M-V with the def2-TZVPD basis set.

Each line ends with the Löwdin charge.
Positions of all 22 atoms, in Å:
C (-0.16998, 0.30021, -1.06359)  -0.31
N (-0.43896, 1.69893, -1.17606)  -0.06
C (-0.62175, 2.20217, -2.69641)  -0.18
N (-2.08035, 2.23381, -3.13129)  -0.03
C (0.37478, 0.00404, 0.31959)  -0.21
C (1.13106, -1.40972, 0.27868)  -0.25
C (1.21947, -2.11769, 1.60652)  -0.63
S (0.39664, -1.45733, 3.04769)  0.67
H (-0.88808, -0.35666, -1.44643)  0.09
H (0.70736, 0.24692, -1.85441)  0.14
H (-1.11463, 2.00371, -0.61775)  0.03
H (0.04744, 1.52896, -3.34945)  0.13
H (-0.41220, 3.23868, -2.64720)  0.07
H (-2.83448, 1.85107, -2.49462)  0.09
H (-2.02044, 1.79752, -3.99882)  0.01
H (-0.37866, 0.01236, 1.07936)  0.02
H (1.16532, 0.89512, 0.48243)  0.16
H (0.70372, -2.08287, -0.41600)  0.09
H (2.15154, -1.08325, 0.00274)  0.11
H (2.28900, -2.29154, 1.98672)  0.08
H (0.97406, -3.22091, 1.40537)  0.08
H (-0.70260, -0.62523, 2.58778)  -0.09

Results
ΔE to the lowest compared entry with this formula, charge and spin, kcal/mol: 63.3

***

[4]
A 2-piece molecular cluster, C9H12N4O overall at a distorted geometry, computed with ωB97M-V with the def2-TZVPD basis set.

Each line ends with the Löwdin charge.
Positions of all 26 atoms, in Å:
C (-1.91782, 2.27206, -1.66416)  -0.20
C (-0.78922, 1.54057, -1.79899)  -0.08
C (-1.22207, 2.10632, 0.29732)  -0.37
C (-0.61969, 2.12016, 1.56952)  0.03
C (0.51126, 1.35529, 1.38114)  -0.18
C (-0.32012, -1.61562, -0.65781)  -0.50
C (1.03448, -1.65868, 1.46620)  -0.04
C (2.21616, -1.25520, -0.65255)  -0.07
C (0.95708, -1.19245, 0.05746)  -0.23
N (-2.20385, 2.61564, -0.38595)  0.10
N (-0.34912, 1.42759, -0.51079)  -0.10
N (0.78474, 0.99312, 0.11559)  0.11
N (-1.57841, -1.39992, -0.04393)  0.18
O (-0.25333, -2.35844, -1.57515)  0.11
H (-2.62836, 2.45625, -2.54034)  0.12
H (-0.38813, 1.10397, -2.76842)  0.13
H (-0.87531, 2.68876, 2.39991)  0.08
H (1.04919, 1.04207, 2.23024)  0.09
H (1.84592, -1.30286, 2.00713)  0.07
H (1.06237, -2.76186, 1.38073)  0.12
H (-0.00162, -1.48142, 1.89086)  0.10
H (3.05868, -1.11017, 0.02904)  0.09
H (2.18536, -0.65223, -1.53138)  0.08
H (2.47224, -2.33685, -1.04734)  0.15
H (-1.63810, -0.70111, 0.70918)  0.10
H (-2.39234, -1.89499, -0.35752)  0.11

Results
ΔE to the lowest compared entry with this formula, charge and spin, kcal/mol: 79.2

***

[5]
C42H39AsCl2CsO11PS2 as an isolated structure, computed with ωB97M-V with the def2-TZVPD basis set.

Each line ends with the Löwdin charge.
Positions of all 99 atoms, in Å:
Cs (-1.17146, -1.21456, -0.38535)  1.21
O (-4.69187, -1.77477, -2.28693)  -0.28
As (-4.94290, -2.62149, -0.73010)  0.80
O (-6.04736, -3.79004, -1.06857)  -0.53
O (-3.46285, -2.98254, -0.10190)  -0.64
C (-5.90435, -1.28995, 0.38635)  -0.20
C (-7.24147, -1.66087, 0.53524)  -0.11
C (-8.13966, -0.90566, 1.27654)  -0.11
C (-7.70936, 0.25610, 1.89053)  -0.11
C (-6.38618, 0.64611, 1.75472)  -0.08
C (-5.48404, -0.10991, 1.01645)  -0.24
S (-3.80752, 0.55320, 0.96611)  0.39
O (-3.92177, 1.91070, 1.50594)  -0.36
O (-3.43150, 0.55279, -0.45140)  -0.49
O (-2.99065, -0.31872, 1.79473)  -0.43
H (-4.01578, -1.10313, -2.13468)  -0.01
H (-7.55999, -2.57373, 0.04566)  0.08
H (-9.17131, -1.22714, 1.36755)  0.09
H (-8.39396, 0.86572, 2.47012)  0.09
H (-6.02063, 1.55571, 2.21071)  0.09
C (5.26735, -1.19968, 1.13710)  -0.02
C (3.76377, -1.15810, 1.07996)  -0.40
O (3.17414, -0.40047, 0.34354)  0.07
C (2.99579, -2.06668, 1.99568)  -0.14
C (1.69934, -2.42089, 1.63667)  -0.03
C (0.93837, -3.25347, 2.43833)  -0.05
C (1.46676, -3.72127, 3.63530)  -0.09
C (2.75779, -3.37256, 4.00653)  -0.09
C (3.52626, -2.55980, 3.18371)  -0.04
H (5.66201, -0.46949, 0.43405)  0.08
H (5.58693, -2.19922, 0.84182)  0.08
H (5.63126, -0.97311, 2.14195)  0.07
H (1.33137, -2.06139, 0.68810)  0.05
H (-0.06059, -3.53626, 2.12981)  0.11
H (0.87438, -4.36451, 4.27387)  0.10
H (3.17333, -3.74199, 4.93619)  0.09
H (4.53762, -2.31014, 3.47754)  0.10
Cl (3.71037, -0.43393, -3.13796)  0.59
C (4.92290, -1.67288, -2.71949)  -0.98
Cl (5.99551, -1.95362, -4.11779)  0.53
C (4.21874, -2.99441, -2.24873)  -0.81
O (4.28636, -3.15857, -1.02193)  -0.02
O (3.70066, -3.68341, -3.14017)  -0.09
H (5.51963, -1.25197, -1.91977)  0.03
C (1.45613, -0.59438, -8.81563)  -0.07
C (1.25807, -1.19294, -7.44748)  -0.29
C (0.03893, -1.05964, -6.78896)  -0.05
C (-0.14037, -1.56631, -5.51079)  -0.06
C (0.90957, -2.22488, -4.89039)  -0.38
C (2.13538, -2.36997, -5.52277)  -0.09
C (2.29726, -1.85577, -6.80079)  -0.04
S (0.65351, -2.82883, -3.21520)  0.90
C (0.69587, -4.57434, -3.63622)  -0.22
O (-0.76145, -2.47701, -2.86702)  -0.72
H (0.56371, -0.71285, -9.43189)  0.07
H (2.29465, -1.06238, -9.33201)  0.07
H (1.66607, 0.47549, -8.74150)  0.08
H (-0.77995, -0.54672, -7.28196)  0.11
H (-1.07854, -1.46715, -4.97857)  0.11
H (2.95020, -2.87089, -5.00983)  0.08
H (3.25678, -1.96135, -7.29486)  0.11
H (-0.04004, -4.77777, -4.41281)  0.06
H (0.45204, -5.11448, -2.72290)  0.06
H (1.71503, -4.79775, -3.94174)  0.04
O (-0.12211, 1.49399, 0.73262)  -0.38
P (0.05698, 2.54296, 1.75640)  0.77
C (1.79965, 2.96720, 1.98907)  -0.26
C (2.67750, 2.59179, 0.97727)  -0.06
C (4.03373, 2.85200, 1.10719)  -0.07
C (4.51248, 3.48555, 2.24423)  -0.10
C (3.64131, 3.84651, 3.26485)  -0.10
C (2.28663, 3.57803, 3.14315)  -0.10
C (-0.82017, 4.06567, 1.33600)  -0.26
C (-1.88805, 3.94959, 0.44913)  -0.05
C (-2.62639, 5.07701, 0.11940)  -0.06
C (-2.30243, 6.30968, 0.66439)  -0.10
C (-1.23757, 6.42697, 1.55012)  -0.10
C (-0.49923, 5.30371, 1.88725)  -0.08
C (-0.53753, 2.03884, 3.37958)  -0.26
C (0.16561, 1.00751, 4.00954)  -0.07
C (-0.32097, 0.44287, 5.17226)  -0.08
C (-1.52106, 0.90021, 5.70795)  -0.09
C (-2.22755, 1.91026, 5.07891)  -0.07
C (-1.74127, 2.47964, 3.90845)  -0.06
H (2.29479, 2.05609, 0.11825)  0.11
H (4.71528, 2.53675, 0.32738)  0.11
H (5.57312, 3.68172, 2.34793)  0.09
H (4.02421, 4.31657, 4.16261)  0.09
H (1.60762, 3.81024, 3.95583)  0.11
H (-2.14742, 2.97686, 0.05070)  0.09
H (-3.46707, 4.98144, -0.55544)  0.11
H (-2.88297, 7.18665, 0.40296)  0.09
H (-0.98384, 7.39075, 1.97485)  0.09
H (0.33474, 5.39271, 2.57268)  0.09
H (1.08110, 0.63624, 3.56052)  0.11
H (0.21499, -0.36978, 5.64635)  0.10
H (-1.91890, 0.44447, 6.60656)  0.10
H (-3.18143, 2.23360, 5.47561)  0.10
H (-2.32205, 3.22563, 3.38269)  0.10

Results
ΔE to the lowest compared entry with this formula, charge and spin, kcal/mol: 0.0
Total charge: -2

***

[6]
One molecule with the formula C7H7F at a distorted geometry, computed with ωB97M-V with the def2-TZVPD basis set.

Each line ends with the Löwdin charge.
Positions of all 15 atoms, in Å:
C (0.25182, 1.50807, 0.09896)  -0.06
C (1.65002, 1.37725, 0.15463)  -0.12
C (-0.50410, 0.38542, -0.02619)  -0.29
C (2.09057, 0.14918, 0.06883)  -0.07
C (0.18524, -0.86250, 0.08010)  -0.07
C (0.00425, -2.16674, 0.10862)  0.03
C (-1.97494, 0.21437, -0.19112)  -0.03
F (3.28652, -0.45213, -0.10463)  0.04
H (-0.05448, 2.50546, 0.28855)  0.11
H (2.37457, 2.16666, 0.19587)  0.11
H (0.78239, -2.90528, 0.14395)  0.05
H (-1.09459, -2.62588, 0.03792)  0.11
H (-2.34945, 0.68885, 0.64394)  0.07
H (-2.29374, -0.71459, -0.43775)  0.03
H (-2.35406, 0.73188, -1.06168)  0.09

Results
ΔE to the lowest compared entry with this formula, charge and spin, kcal/mol: 107.7

***

Number 1: calculated total energy -83174.5739 eV. Number 2: calculated total energy -9269.6141 eV. Number 3: calculated total energy -19224.5508 eV. Number 4: calculated total energy -17531.8860 eV. Number 5: calculated total energy -184105.9408 eV. Number 6: calculated total energy -10084.8317 eV.